Computed, not measured: a molecular structure, C20H25ClMoN2O, with the ωB97M-V functional and the def2-TZVPD basis.

Geometry as XYZ:
```
50
Properties=species:S:1:pos:R:3:forces:R:3:lowdin_charge:R:1
C 0.1797 0.0526 -5.3814 0.1 0.3 -1.8 -0.8766
C 1.5681 0.6061 -5.7445 -0.2 -0.1 0.3 -0.1063
C -0.0367 -1.2982 -6.0849 0.0 0.1 0.3 -0.1057
C -0.9098 1.0491 -5.8122 0.1 -0.1 0.3 -0.1088
Cl 0.0733 -0.1755 -3.5404 0.0 -0.1 -0.1 0.6067
H 0.0120 -1.1508 -7.1743 0.0 0.1 0.4 0.1020
H -1.0225 -1.7141 -5.8609 0.1 0.0 0.1 0.0818
H 0.7469 -2.0148 -5.8238 -0.2 0.0 0.1 0.0829
H 1.6244 0.7593 -6.8325 -0.2 -0.1 0.3 0.1019
H 2.3607 -0.0985 -5.4780 -0.1 0.1 0.1 0.0825
H 1.7469 1.5758 -5.2729 0.0 -0.2 0.0 0.0827
H -0.8591 1.2004 -6.9002 0.1 -0.2 0.3 0.1014
H -0.7605 2.0248 -5.3421 -0.1 -0.1 0.0 0.0826
H -1.9086 0.6673 -5.5840 0.1 0.1 0.1 0.0819
C 1.9181 -2.0911 1.4273 -1.2 0.0 -0.7 -0.0445
C 0.9024 -2.7608 0.6693 0.8 0.7 0.0 -0.0752
C 0.8962 -2.2123 -0.6727 0.7 1.1 -0.3 -0.2124
H 0.3005 -3.5947 1.0212 0.2 0.2 -0.1 0.1304
C 1.8753 -1.1199 -0.6970 -0.5 -1.0 0.5 -0.1903
C 2.4493 -1.0347 0.6275 -1.0 -0.2 -1.2 -0.0879
H 3.1769 -0.2847 0.9399 -0.2 -0.3 -0.2 0.1303
H 2.2450 -2.3698 2.4298 -0.3 0.3 -0.2 0.1370
H 0.2867 -2.5255 -1.5204 0.6 -0.2 0.2 0.1076
H 2.0927 -0.4977 -1.5520 0.2 -0.1 -0.1 0.0864
C -1.9454 0.5138 0.7469 -1.2 -1.0 -0.5 -0.1749
C -1.9787 -0.6903 1.5565 -1.1 0.2 -1.0 -0.1404
C -1.9641 -1.8180 0.6791 -0.5 0.9 0.2 -0.0871
H -2.1662 -0.7320 2.6317 0.5 -0.1 -0.5 0.1331
C -1.9138 -1.3467 -0.6790 -0.2 1.1 0.2 -0.1243
C -1.9251 0.1105 -0.6498 -0.7 -0.6 0.6 -0.1599
H -1.9113 0.7648 -1.5163 0.0 -0.1 0.1 0.1128
H -1.9853 1.5264 1.1490 0.1 -0.2 -0.3 0.1409
H -2.1057 -2.8461 1.0209 0.4 0.3 -0.3 0.1464
H -1.9312 -1.9687 -1.5764 0.1 0.4 0.3 0.1354
Mo -0.0620 -0.4834 0.3325 3.0 -1.8 3.8 1.5744
N -1.2658 2.7257 6.8784 -1.1 0.2 -0.6 0.1874
C -1.5309 2.3353 5.5960 -1.1 0.6 0.4 -0.4678
O -2.6160 2.5051 5.0337 1.6 -0.4 0.6 0.0666
C -0.3600 1.7135 4.8867 0.4 -0.8 -0.7 -0.0830
C 0.9453 1.6867 5.3923 0.3 -0.2 -0.5 0.0368
C 1.9371 1.0485 4.6324 -0.3 -0.1 -0.2 -0.0008
C 1.6010 0.4946 3.3941 0.3 0.5 0.4 -0.1281
N 0.3671 0.5580 2.8671 -0.3 -0.2 0.0 0.0359
C -0.6010 1.0995 3.6440 0.2 0.2 -0.2 -0.0577
H -2.0267 3.1896 7.3833 0.6 -0.4 -0.2 0.1433
H -0.4471 2.4426 7.3793 0.0 0.0 0.1 0.0913
H 1.2069 2.1502 6.3499 -0.1 -0.2 -0.5 0.1306
H 2.9785 0.9779 4.9551 -0.4 0.1 0.0 0.1290
H 2.3730 0.0016 2.8074 -0.3 0.3 0.3 0.0709
H -1.6307 1.0486 3.2643 0.6 0.5 0.4 0.0985
```
Forces are in eV/Å.

## Properties
2S+1   3
Maximum force   5.1 eV/Å
Expectation value of S²   2.042
HOMO-LUMO gap (spin up / spin down)   6.6704 / 6.6361 eV
Charge   +2
M   440.83 g/mol



Computed, not measured: 2 unconnected molecules or ions with the total composition C3H14N4Si, with the ωB97M-V functional and the def2-TZVPD basis.

Geometry as XYZ:
```
22
Properties=species:S:1:pos:R:3:forces:R:3:lowdin_charge:R:1
C 1.8625 2.0398 0.6730 -0.6 -3.9 0.5 -0.1265
C 0.6837 1.9715 -0.2781 -1.4 -1.9 0.5 -0.3489
C 0.4866 0.4929 -0.6701 1.5 -1.5 -3.3 -0.3859
N 1.0049 -2.7637 -0.7574 2.3 0.2 0.6 -0.0744
N -3.4930 0.4140 -0.2099 -0.4 -1.3 0.6 -0.0922
N 1.0776 -2.1811 0.5527 -1.4 1.8 -1.0 -0.2863
N -3.4128 -0.7850 0.4973 0.3 2.1 -0.6 -0.0366
Si 0.0149 -0.7964 0.6731 0.0 -0.8 -2.1 0.6751
H 2.6295 1.1969 0.4378 -1.3 1.5 0.2 0.1089
H 2.2957 2.9282 0.4986 1.9 3.2 0.1 0.0170
H 1.5839 1.8839 1.7193 0.1 0.3 -0.1 0.0723
H -0.3299 2.2105 0.0745 0.5 0.6 0.9 0.0901
H 0.8210 2.6964 -1.0433 0.3 0.0 -1.3 0.0834
H 1.5425 0.0757 -1.1199 -2.4 0.7 1.1 0.1049
H -0.2355 0.2845 -1.5993 1.3 0.7 2.0 0.0802
H 1.7199 -3.4629 -0.6820 0.3 -0.4 -1.0 0.0606
H 0.1659 -3.1929 -1.0780 -1.2 -0.4 0.7 0.0415
H -3.0391 0.4746 -1.0869 0.5 -0.3 -1.0 0.0463
H -3.3868 1.2893 0.2504 -0.2 0.2 1.1 0.0571
H 1.2579 -2.7679 1.3303 -0.2 -0.9 0.5 0.0404
H -3.0952 -1.4076 -0.2321 0.0 -0.7 -0.1 -0.0248
H -0.1543 -0.6004 2.0499 0.1 0.8 1.7 -0.1024
```
Forces are in eV/Å.

## Properties
2S+1   1
Maximum force   4.0 eV/Å
HOMO-LUMO gap (spin up / spin down)   8.0727 / 7.1748 eV
Charge   0
M   134.26 g/mol